Record 1
Computed, not measured: an isolated molecule of C6H10N2O, with the ωB97M-V functional and the def2-TZVPD basis.

Last column: Löwdin charge in e.
Positions of all 19 atoms, in Å:
O  2.146138  1.019768  -1.256856  0.0204
N  1.383640  0.875575  1.079991  0.1454
N  1.292364  -1.249959  -0.283579  0.1117
C  -0.774319  1.934214  0.037429  -0.0115
C  1.514356  0.562606  -0.319678  -0.5531
C  0.497948  -1.669632  0.887301  -0.1121
C  0.115010  0.756242  0.275305  -0.3635
C  -1.483928  -1.037959  -0.640219  -0.0162
C  -0.314598  -0.659393  0.209280  -0.2197
H  -1.485011  -2.103778  -0.873102  0.0869
H  1.623328  1.857913  1.187496  0.1154
H  -0.180550  2.785227  -0.305499  0.0909
H  0.980808  -1.410588  1.821406  0.1131
H  0.141665  -2.695796  0.847736  0.1192
H  -1.310637  2.226222  0.946284  0.0829
H  1.283610  -1.642190  -1.216688  0.1231
H  -1.511209  -0.465467  -1.568733  0.0918
H  -2.403603  -0.813626  -0.089509  0.1003
H  -1.515011  1.730621  -0.738366  0.0749

Forces on atoms 1 to 6 (eV/Å):
0.16 -0.52 0.15
0.16 -0.46 0.09
-0.69 1.53 0.42
-0.04 -0.03 0.09
-0.90 0.95 0.11
-0.05 -0.21 -0.24

Energy relative to the best compared isomer or geometry (same formula, charge and spin): 99.1 kcal per mole
Kohn-Sham gap: 8.2 eV
Molar mass: 126.16 g mol⁻¹
SMILES: C[C@]12N[C@@]1([O-])[N@H+]1C[C@]12C
Charge: 0

Record 2
Computed, not measured: a structure of composition C6H10N2O, with the ωB97M-V functional and the def2-TZVPD basis.

Last column: Löwdin charge in e.
Positions of all 19 atoms, in Å:
O  -0.902606  -1.596315  -1.404254  -0.1360
N  -1.086017  1.946098  0.193830  -0.0762
N  -0.795089  -0.694512  1.691329  -0.0297
C  0.549334  0.508749  -1.350259  -0.1513
C  0.294470  1.492256  0.043126  -0.2086
C  -0.549337  -0.260913  -0.885553  -0.4222
C  1.737596  -0.203414  -0.795410  -0.0418
C  1.361048  -0.621578  0.434275  -0.0650
C  0.014048  -0.071539  0.489311  -0.5766
H  -1.917328  1.022467  0.517727  0.1394
H  1.916680  -1.236077  1.178685  0.1162
H  -1.690629  0.059997  -0.946956  0.1638
H  -0.203706  -2.111947  2.393306  0.2405
H  -2.313503  -0.896274  1.111364  0.2296
H  0.699550  0.808910  -2.411835  0.1530
H  1.315799  1.879132  0.517997  0.1751
H  2.600780  -0.334263  -1.146899  0.0319
H  -0.159617  -2.435247  -1.023880  0.2230
H  -0.871472  2.744470  1.394097  0.2349

Forces on atoms 1 to 6 (eV/Å):
4.24 -2.97 2.09
-1.61 3.26 5.07
-2.04 -0.76 -0.49
2.93 3.13 -1.76
-0.96 -4.25 1.01
-5.66 -3.85 -0.06

Energy relative to the best compared isomer or geometry (same formula, charge and spin): 356.2 kcal per mole
Kohn-Sham gap: 7.5 eV
Molar mass: 126.16 g mol⁻¹
Charge: 0